Model one:
Density functional theory data (ωB97M-V with the def2-TZVPD basis set) for a cluster of 4 separate species, C2H11NO3 in total.

The LUMO energy comes out at 0.026 Eh. The gap between HOMO and LUMO comes out at 9.1 eV. The SMILES is C=CN.O.O.O.

```
! RIJCOSX wB97M-V def2-TZVPD def2/J DEFGRID3
* xyz 0 1
C 1.9828 -0.5422 -1.1798
C 1.5524 -1.7046 -0.5089
N 0.4089 -2.4158 -0.7115
H 1.5595 -0.2558 -2.1580
H 2.8918 0.0128 -0.8921
H 1.9624 -1.8845 0.4503
H -0.4599 -1.8935 -0.5725
H 0.4191 -3.5175 -0.5163
O 0.9745 2.3049 0.7093
H 1.7665 2.0488 1.2500
H 1.1429 1.6988 -0.0438
O -2.2565 1.8502 1.5096
H -1.3575 1.8594 1.2529
H -2.2135 2.2164 2.4413
O -1.8892 -0.4108 -0.3526
H -2.2968 0.2402 0.2531
H -2.1185 -0.0883 -1.2833
*
```

---

Model two:
Density functional theory data (ωB97M-V with the def2-TZVPD basis set) for a cluster of 4 separate species, C2H11NO3 in total.

The LUMO energy comes out at 0.012 Eh. The gap between HOMO and LUMO comes out at 9.2 eV. The SMILES is C=NC.O.O.O.

```
! RIJCOSX wB97M-V def2-TZVPD def2/J DEFGRID3
* xyz 0 1
C 1.2110 0.5309 2.7001
N 1.0064 1.0536 1.5572
C 2.0501 1.0323 0.5981
H 0.5469 -0.0507 3.3539
H 2.0986 0.9663 3.2382
H 2.5879 0.0835 0.2362
H 1.5940 1.3481 -0.3360
H 2.9455 1.7098 0.6450
O -4.0757 2.3685 -4.2792
H -3.3721 2.6168 -4.8886
H -4.6994 1.9099 -4.8514
O -2.8623 -2.5963 1.8496
H -2.9330 -1.6373 1.8677
H -3.4860 -2.8836 1.1772
O 2.1857 -2.3516 -1.1803
H 2.5628 -2.5808 -0.3225
H 2.6396 -1.5191 -1.3652
*
```

---

Which structure loses on stability? model two does.

---

Model one:
Density functional theory data (ωB97M-V with the def2-TZVPD basis set) for a cluster of 3 separate species, C2H11NO3 in total.

The LUMO energy comes out at 0.029 Eh. The gap between HOMO and LUMO comes out at 9.7 eV. The SMILES is NCCO.O.O.

```
! RIJCOSX wB97M-V def2-TZVPD def2/J DEFGRID3
* xyz 0 1
N 0.5450 -0.5214 -0.8959
C -0.5742 0.2062 -1.3966
C -1.5701 0.6683 -0.3131
O -2.5689 1.5397 -0.8625
H 0.5831 -1.5130 -1.0239
H 1.2413 -0.0549 -0.3673
H -0.2334 1.1143 -1.8904
H -1.2204 -0.3363 -2.0919
H -2.0322 -0.1949 0.1752
H -1.0685 1.2766 0.4466
H -2.5736 1.4126 -1.8174
O 3.2976 -2.0224 -0.4165
H 4.2144 -2.0723 -0.1309
H 3.2592 -1.1951 -0.9093
O -0.0821 0.6916 3.8346
H -0.4879 0.1290 4.4948
H -0.7292 0.8719 3.1645
*
```

---

Model two:
Density functional theory data (ωB97M-V with the def2-TZVPD basis set) for a cluster of 4 separate species, C2H11NO3 in total.

The LUMO energy comes out at 0.020 Eh. The gap between HOMO and LUMO comes out at 10.0 eV. The SMILES is C=NC.O.O.O.

```
! RIJCOSX wB97M-V def2-TZVPD def2/J DEFGRID3
* xyz 0 1
C 0.7694 0.1446 0.0508
N 0.2871 0.9682 -0.7169
C -0.3209 2.3084 -0.3733
H 1.0829 -0.8265 -0.3184
H 0.8474 0.2071 1.0889
H 0.3499 3.2124 -0.3273
H -0.7799 1.9742 0.5053
H -1.1662 2.5954 -0.9610
O 0.2650 -0.1379 -3.4207
H 0.0837 0.5739 -2.8099
H -0.5655 -0.6503 -3.5787
O -3.4525 -0.6345 -1.4412
H -2.7010 -0.0958 -1.3966
H -4.0220 -0.4990 -0.6248
O 2.6602 -2.1751 5.4766
H 3.6245 -1.8637 5.8643
H 2.7648 -2.5426 4.5934
*
```

---

Which structure loses on stability? model two does.

---

Model one:
Density functional theory data (ωB97M-V with the def2-TZVPD basis set) for a structure of composition H5NOSi2.

The LUMO energy comes out at -0.040 Eh. The gap between HOMO and LUMO comes out at 8.5 eV.

```
! RIJCOSX wB97M-V def2-TZVPD def2/J DEFGRID3
* xyz 0 1
N -0.4266 -0.4193 0.4828
O 1.3063 1.0819 -1.0765
Si -0.5348 -0.8617 -1.0674
Si 1.0335 1.0660 0.4303
H -1.0929 -0.1089 1.0816
H 0.0522 -2.2006 -1.3824
H -1.7655 -0.7335 -1.9747
H 0.3289 2.3720 0.6505
H 1.6524 0.3684 1.5330
*
```

---

Model two:
Density functional theory data (ωB97M-V with the def2-TZVPD basis set) for a cluster of 2 separate species, H5NOSi2 in total.

The LUMO energy comes out at -0.022 Eh. The gap between HOMO and LUMO comes out at 9.4 eV. The SMILES is N=[SiH2].O=[SiH2].

```
! RIJCOSX wB97M-V def2-TZVPD def2/J DEFGRID3
* xyz 0 1
N -0.7003 0.2566 -0.1872
Si -2.2430 0.4519 0.2987
H -0.4254 0.7165 -0.9890
H -3.5449 1.2358 0.0375
H -2.7098 -0.0516 1.6582
O 2.1830 0.9733 -0.6803
Si 2.0950 -0.2173 0.2009
H 2.3123 -0.1296 1.6621
H 2.3120 -1.6010 -0.1824
*
```

---

Model three:
Density functional theory data (ωB97M-V with the def2-TZVPD basis set) for a structure of composition H5NOSi2.

The LUMO energy comes out at -0.016 Eh. The gap between HOMO and LUMO comes out at 9.4 eV.

```
! RIJCOSX wB97M-V def2-TZVPD def2/J DEFGRID3
* xyz 0 1
N -0.3753 -0.1794 -0.9082
O 0.8347 0.1835 1.3536
Si -0.6066 -1.2482 0.3167
Si 0.7804 1.0600 0.0364
H -1.1092 0.0575 -1.5891
H -1.7837 -0.9574 1.2038
H 0.1322 -2.4337 0.5158
H 1.9619 0.9763 -0.6898
H 0.1655 2.5413 -0.2393
*
```

---

Which structure loses on stability? model two does.